# 1
Molecular formula: C4H5N3O2
Method: DFT, ωB97M-V/def2-TZVPD

Geometry as XYZ:
```
14
Properties=species:S:1:pos:R:3:forces:R:3:lowdin_charge:R:1
C 0.4088 1.1648 1.0128 1.3 -1.2 -0.6 -0.11
C -1.1595 0.7377 0.9990 0.9 2.5 -0.4 -0.19
C -0.3922 -0.7523 -0.4061 2.4 1.0 -1.6 -0.30
C 0.2762 -1.8717 -1.0215 -0.4 -0.6 -0.2 -0.09
H 1.0453 2.1541 1.3150 -2.4 -2.5 0.4 0.18
H 0.6972 0.0657 1.4557 0.9 3.2 -0.5 0.15
H -1.6823 1.2859 0.1441 0.5 -0.4 1.3 0.14
H -1.5590 1.0126 1.9854 -0.3 -0.7 -0.5 0.11
H -0.0903 -2.7649 -0.6726 0.0 -2.6 0.3 0.10
N -1.0681 -0.6757 0.6704 -0.4 0.7 -1.1 0.09
N 1.2019 -1.7034 -1.8891 -1.5 2.1 1.4 0.16
N 0.2362 0.3288 -1.2069 -1.4 -1.0 0.9 -0.04
O 1.2457 -0.2688 -1.9980 0.4 -0.5 -0.3 -0.07
O 0.8399 1.2873 -0.3884 0.0 0.0 0.9 -0.13
```
Forces are in eV/Å.

Results
Gap between HOMO and LUMO, eV: 9.1
Energy above the lowest of the compared OMol25 structures with the same formula, charge and spin, kcal/mol: 204.5
Multiplicity: 1
HOMO, eV: -9.40
F_max, eV/A: 3.44



# 2
Molecular formula: C4H5N3O3
Method: DFT, ωB97M-V/def2-TZVPD

Geometry as XYZ:
```
15
Properties=species:S:1:pos:R:3:forces:R:3:lowdin_charge:R:1
C 1.4016 -0.4375 0.0279 -3.5 -0.8 -0.2 -0.43
C 0.3555 0.6590 -0.0966 2.6 -2.0 -0.5 -0.19
C -1.0173 0.6206 0.0812 -3.5 -0.4 0.7 -0.15
C -1.9979 -0.5812 0.2675 1.2 -0.1 0.7 -0.18
H 2.9393 0.8344 -0.2680 0.1 0.6 -0.1 0.11
H 3.3388 -0.7928 -0.0549 1.9 -2.0 0.1 0.09
H -1.7141 -1.0515 1.2138 -0.4 0.6 0.6 0.12
H -3.0778 -0.3380 0.2505 0.9 0.4 0.1 0.14
H -0.9397 -1.9540 -0.5851 1.0 -0.3 0.3 0.05
N 2.6755 -0.1051 -0.0805 -1.3 1.3 0.0 0.22
N 0.7521 1.8467 -0.3298 -0.3 1.6 0.9 0.15
N -1.4428 1.8737 0.1081 0.3 -2.0 -0.2 0.14
O 0.9025 -1.5513 0.2301 1.5 0.4 -0.1 0.05
O -0.3552 2.5904 -0.1132 0.7 2.4 -0.9 -0.06
O -1.8204 -1.6134 -0.6512 -1.1 0.3 -1.5 -0.05
```
Forces are in eV/Å.

Results
Gap between HOMO and LUMO, eV: 10.7
Energy above the lowest of the compared OMol25 structures with the same formula, charge and spin, kcal/mol: 76.9
Multiplicity: 1
HOMO, eV: -10.47
F_max, eV/A: 3.61



# 3
Molecular formula: C4H5N3O4
Method: DFT, ωB97M-V/def2-TZVPD

Geometry as XYZ:
```
16
Properties=species:S:1:pos:R:3:forces:R:3:lowdin_charge:R:1
C -0.1198 1.3858 0.0515 0.8 1.0 1.2 -0.07
C 0.2060 -0.9847 -0.6962 2.2 -1.1 -2.0 -0.43
C -1.8758 -0.0846 0.1858 -1.6 0.5 1.6 -0.25
C 0.8251 0.2512 -0.1234 -1.4 -1.8 4.6 -0.06
N -1.3567 1.2214 0.2714 0.2 1.5 -0.3 0.09
N -1.1265 -0.8740 -0.6819 -0.9 -1.9 -0.7 0.10
N 2.2203 0.5196 -0.3864 0.6 1.7 -0.5 -0.36
O 0.8566 -1.8654 -1.2514 -1.2 1.0 0.8 0.11
O 2.5057 1.6905 -0.5315 -0.6 1.4 0.1 0.09
O 3.0209 -0.3333 -0.4989 0.7 -2.5 0.3 0.17
O 0.8969 -0.3281 1.6883 0.2 1.4 -3.8 -0.02
H 0.3777 2.3446 0.3080 -0.6 -0.5 -0.6 0.14
H -1.8564 -0.3970 1.2819 -0.2 -0.1 -1.0 0.15
H -2.9638 -0.1444 -0.1372 1.3 0.5 0.4 0.16
H -1.6819 -1.5749 -1.1333 0.4 -0.6 -0.3 0.16
H 0.0719 -0.8270 1.6532 0.0 -0.2 0.3 0.02
```
Forces are in eV/Å.

Results
Gap between HOMO and LUMO, eV: 8.8
Energy above the lowest of the compared OMol25 structures with the same formula, charge and spin, kcal/mol: 156.3
Multiplicity: 1
HOMO, eV: -10.75
F_max, eV/A: 5.15



# 4
Molecular formula: C4H5N3OS
Method: DFT, ωB97M-V/def2-TZVPD

Geometry as XYZ:
```
14
Properties=species:S:1:pos:R:3:forces:R:3:lowdin_charge:R:1
C 1.0673 -0.1050 0.6416 2.9 -3.5 2.9 -0.47
C -0.2955 -0.0362 0.2971 -4.3 -0.1 -0.1 -0.43
C -1.4361 -0.0968 1.1503 4.4 1.2 -0.5 -0.18
C -2.5576 0.1921 -0.7460 1.3 -0.3 -0.3 -0.40
H 3.5110 0.4989 0.6991 0.0 0.1 0.0 0.07
H 3.5762 -0.9363 -0.0880 -1.8 2.0 -0.6 0.13
H 1.5103 1.3504 -1.1513 1.8 -4.3 3.3 0.28
H -1.3285 -0.0782 2.2229 -0.1 -0.3 0.1 0.13
H -3.3826 0.1635 -1.5475 1.1 0.3 2.0 0.10
N 3.2365 0.0864 -0.1849 1.9 -0.5 -0.1 -0.03
N 1.8864 0.3357 -0.3863 -0.8 2.1 -0.9 -0.12
N -2.5701 0.1497 0.5808 -4.1 -0.4 -2.5 -0.04
O 1.5015 -0.8075 1.6971 -1.7 3.8 -4.9 -0.04
S -0.9023 0.1084 -1.3648 -0.6 -0.1 1.7 1.01
```
Forces are in eV/Å.

Results
Gap between HOMO and LUMO, eV: 8.8
Energy above the lowest of the compared OMol25 structures with the same formula, charge and spin, kcal/mol: 98.5
Multiplicity: 1
HOMO, eV: -9.39
F_max, eV/A: 6.42



# 5
Molecular formula: C4H5N3OS2
Method: DFT, ωB97M-V/def2-TZVPD

Geometry as XYZ:
```
15
Properties=species:S:1:pos:R:3:forces:R:3:lowdin_charge:R:1
C 2.7462 -0.8901 0.1069 4.7 -0.6 1.1 -0.55
C 1.0216 0.6406 -0.1129 2.1 1.3 1.0 -0.67
C -1.9751 0.0672 -0.6497 0.9 1.4 1.6 -0.38
C 0.1966 1.7029 0.1623 -1.3 0.5 0.3 -0.50
N 1.8237 -1.3200 -0.5876 -2.7 -2.7 -2.1 -0.05
N 0.8206 -0.4738 -0.7227 -1.6 -0.2 -0.9 -0.03
N -2.1875 -1.1864 1.2929 -2.4 -0.9 1.9 0.11
O -2.7551 -0.5820 0.2830 -1.1 0.7 -0.1 -0.20
S 2.6739 0.7331 0.5453 -0.5 0.4 0.7 1.06
S -1.4267 1.8602 -0.2497 -1.1 -1.2 -0.2 0.98
H 3.5814 -1.5937 0.1837 0.1 0.8 0.5 0.09
H -1.1012 -0.4673 -0.8970 0.8 -0.6 -0.5 0.04
H -2.6235 0.2524 -1.4040 -1.7 0.3 -2.7 0.05
H 0.4376 2.4532 0.8839 0.8 0.3 0.1 0.05
H -1.2325 -1.1962 1.1656 3.2 0.2 -0.7 0.00
```
Forces are in eV/Å.

Results
Gap between HOMO and LUMO (alpha / beta), eV: 8.0 / 7.4
Energy above the lowest of the compared OMol25 structures with the same formula, charge and spin, kcal/mol: 147.8
Multiplicity: 1
HOMO (alpha / beta), eV: -7.94 / -8.93
F_max, eV/A: 4.83



# 6
Molecular formula: C4H5N3S
Method: DFT, ωB97M-V/def2-TZVPD

Geometry as XYZ:
```
13
Properties=species:S:1:pos:R:3:forces:R:3:lowdin_charge:R:1
C 0.7419 2.3273 -0.1040 4.6 -2.5 -3.4 -0.04
C -1.0455 -0.6490 -0.2224 -2.9 2.9 2.5 -0.80
C -0.1349 -1.6196 0.4500 1.2 -2.7 1.8 -0.23
C 1.2917 -1.7959 -0.1002 2.5 -2.9 -2.1 -0.24
H 1.8729 2.7641 -0.6750 -3.8 -0.7 2.3 0.12
H -0.3196 3.2382 0.1689 3.5 -3.5 -0.9 0.18
H -1.4894 1.4448 -0.1705 3.7 -2.8 0.0 0.19
H -0.6318 -2.6566 0.2645 1.1 1.7 0.8 0.13
H -0.0316 -1.3742 1.7375 -0.5 -0.7 -4.1 0.22
N 0.8539 0.8219 -0.3146 -5.4 10.5 2.4 0.03
N -0.5853 0.6542 -0.0401 -2.8 -2.1 -1.9 -0.22
N 2.2499 -2.3100 -0.6165 -4.4 2.9 2.6 0.12
S -2.7721 -0.8451 -0.3776 3.2 -0.1 -0.1 0.56
```
Forces are in eV/Å.

Results
Gap between HOMO and LUMO, eV: 7.7
Energy above the lowest of the compared OMol25 structures with the same formula, charge and spin, kcal/mol: 205.0
Multiplicity: 1
HOMO, eV: -8.91
F_max, eV/A: 12.07



# 7
Molecular formula: C4H5N3S
Method: DFT, ωB97M-V/def2-TZVPD

Geometry as XYZ:
```
13
Properties=species:S:1:pos:R:3:forces:R:3:lowdin_charge:R:1
C 0.6169 1.0536 -0.1163 -0.1 0.1 0.4 -0.46
C -1.0528 -1.1734 0.6655 0.2 1.1 0.7 -0.06
C -0.0219 -1.1887 -0.3595 0.1 -1.8 -2.1 -0.32
C 1.1418 -0.3491 -0.2073 0.7 0.6 0.2 -0.71
H 0.8227 2.8491 0.3934 -0.5 0.9 0.0 0.04
H -1.1777 1.6667 -0.9397 0.0 -0.4 0.2 0.14
H -1.6481 -2.0470 0.7637 -0.6 -0.4 0.0 0.10
H -0.7712 -0.6452 1.5853 -0.5 -0.1 -0.4 0.13
H 0.0514 -2.0700 -1.0212 0.1 0.5 0.5 0.15
N 1.3589 2.0297 0.2021 0.1 -0.8 -0.2 0.16
N -0.7838 0.9916 -0.2864 0.2 0.1 -0.1 0.04
N -1.2258 -0.3640 -0.5705 0.2 0.3 0.8 -0.01
S 2.6896 -0.7532 -0.1090 0.0 -0.2 -0.1 0.80
```
Forces are in eV/Å.

Results
Gap between HOMO and LUMO, eV: 7.9
Energy above the lowest of the compared OMol25 structures with the same formula, charge and spin, kcal/mol: 72.6
Multiplicity: 1
HOMO, eV: -8.87
F_max, eV/A: 2.72



# 8
Molecular formula: C4H5N3S
Method: DFT, ωB97M-V/def2-TZVPD

Geometry as XYZ:
```
13
Properties=species:S:1:pos:R:3:forces:R:3:lowdin_charge:R:1
C 0.1903 0.0734 -1.9343 -0.1 -0.1 -0.3 -0.06
C -0.1434 -0.0389 1.0342 0.9 0.1 -0.8 -0.37
C -0.0412 -0.0657 2.4752 0.2 0.1 0.4 -0.66
C -1.4386 -0.2016 0.4165 -1.2 -0.1 -0.5 -0.23
H -0.3166 -0.8922 -1.9200 0.1 0.0 0.0 0.09
H 0.7133 0.1871 -2.8859 0.0 0.0 0.2 0.09
H -0.5649 0.8464 -1.8478 -0.1 0.2 0.0 0.08
H 2.1609 0.3011 -1.1427 -0.9 -0.1 0.3 0.15
H 0.9923 0.0735 2.8185 -0.3 -0.1 -0.1 0.06
N 1.1758 0.1819 -0.8779 0.9 0.1 -0.3 -0.08
N 1.0104 0.1237 0.3995 -1.0 -0.1 0.8 0.07
N -2.4865 -0.3345 -0.0658 1.3 0.2 0.6 0.17
S -1.2518 -0.2542 3.5306 0.1 0.0 -0.2 0.69
```
Forces are in eV/Å.

Results
Gap between HOMO and LUMO, eV: 8.0
Energy above the lowest of the compared OMol25 structures with the same formula, charge and spin, kcal/mol: 59.2
Multiplicity: 1
HOMO, eV: -8.71
F_max, eV/A: 1.45



# 9
Molecular formula: C4H5N3S
Method: DFT, ωB97M-V/def2-TZVPD

Geometry as XYZ:
```
13
Properties=species:S:1:pos:R:3:forces:R:3:lowdin_charge:R:1
C -1.7467 1.6259 -0.1030 0.0 -1.0 0.5 -0.27
C 0.9439 -0.4389 0.4153 -0.1 0.4 -0.2 -0.15
C -1.3620 -0.7170 -0.0513 2.2 -2.1 -1.0 -0.95
C 2.2597 -0.0447 -0.2334 0.7 -5.5 3.4 -0.05
N -1.3982 2.7165 -0.0719 0.1 0.5 -0.2 0.16
N -0.0273 -0.4199 -0.4091 -1.1 0.2 1.2 0.04
N -2.1597 0.3337 -0.0078 -2.8 3.0 0.6 0.02
S -1.9754 -2.2238 0.0024 0.0 -0.5 0.4 0.66
H 0.8297 -0.7629 1.5139 0.3 0.5 -1.6 0.15
H 2.1387 0.4236 -1.0890 -1.0 2.7 -3.9 0.01
H 3.0209 0.3807 0.3767 0.3 0.4 0.7 0.06
H 2.6531 -1.0889 -0.5772 -0.2 1.6 0.7 0.13
H -3.1765 0.2158 0.2345 1.6 -0.2 -0.5 0.17
```
Forces are in eV/Å.

Results
Gap between HOMO and LUMO, eV: 9.2
Energy above the lowest of the compared OMol25 structures with the same formula, charge and spin, kcal/mol: 48.8
Multiplicity: 1
HOMO, eV: -9.00
F_max, eV/A: 6.52



# 10
Molecular formula: C4H5N4
Method: DFT, ωB97M-V/def2-TZVPD

Geometry as XYZ:
```
13
Properties=species:S:1:pos:R:3:forces:R:3:lowdin_charge:R:1
C 1.0629 1.4376 -1.0345 1.0 -0.9 -1.2 -0.02
C -0.1229 1.4096 -0.4030 -2.2 3.3 0.9 -0.02
C 0.7339 -0.3937 -0.2355 0.4 -0.9 -0.2 -0.11
C -1.5280 -0.2244 0.9207 -1.6 -5.0 0.1 -0.01
N 2.0396 -3.2478 0.0215 1.5 -2.1 0.0 0.21
N 1.5242 0.0915 -1.0224 1.0 -0.4 0.6 0.18
N 1.3891 -2.3957 0.0639 -2.1 2.7 0.0 0.12
N -0.3882 0.1557 0.1947 1.8 1.3 -1.3 -0.04
H 1.7131 2.1464 -1.5785 -1.0 -0.2 0.5 0.15
H -0.8206 2.2846 -0.2519 0.8 -1.4 0.1 0.17
H -1.2650 -0.9406 1.7582 -0.1 0.9 -0.9 0.13
H -2.1297 0.5149 1.3458 -0.3 1.8 0.3 0.09
H -2.2085 -0.8381 0.2209 0.9 1.0 1.0 0.14
```
Forces are in eV/Å.

Results
Gap between HOMO and LUMO, eV: 8.3
Energy above the lowest of the compared OMol25 structures with the same formula, charge and spin, kcal/mol: 65.1
Multiplicity: 1
HOMO, eV: -15.06
Total charge: +1
F_max, eV/A: 5.29